Record 1
Molecular formula: C60H120N6O40P10
Method: DFT, ωB97M-V/def2-TZVPD

Atoms and positions in Å:
1 C -6.1826 3.4256 0.1769
2 O -6.9555 3.5684 1.3183
3 P -6.2120 3.6984 2.7444
4 O -7.1625 3.8889 3.8827
5 O -5.2556 2.3865 2.8611
6 C -4.8005 2.0105 4.1655
7 O -5.1684 4.9033 2.5938
8 C -4.6818 5.4815 3.8127
9 H -5.3476 2.7595 0.3942
10 H -5.7794 4.3284 -0.2818
11 H -6.6974 2.8071 -0.5583
12 H -5.4547 1.1941 4.4715
13 H -4.8947 2.7901 4.9213
14 H -3.8019 1.5736 4.1559
15 H -5.4797 5.9539 4.3856
16 H -3.9097 6.1932 3.5204
17 H -4.1701 4.7386 4.4245
18 C -0.1207 -3.5980 4.2222
19 O 0.8799 -2.6295 4.5938
20 P 0.9071 -1.8533 6.0527
21 O -0.2308 -0.8396 6.1273
22 O 2.4357 -1.3118 6.1577
23 C 2.7348 -0.0597 6.7190
24 O 0.7539 -3.0093 7.1604
25 C 0.4836 -2.5795 8.4300
26 H -0.7089 -3.9512 5.0692
27 H 0.2886 -4.5092 3.7859
28 H -0.7838 -3.1687 3.4711
29 H 3.4795 0.3754 6.0525
30 H 3.1396 -0.1009 7.7302
31 H 1.8368 0.5573 6.7517
32 H -0.1385 -1.6963 8.5753
33 H 1.4274 -2.5410 8.9738
34 H -0.1297 -3.3939 8.8156
35 C 7.3724 1.1830 -4.2726
36 O 6.4860 2.3011 -4.0491
37 P 5.6441 2.5576 -2.6550
38 O 4.9690 1.3995 -2.0497
39 O 4.6920 3.8229 -3.1512
40 C 3.3861 3.4651 -3.5502
41 O 6.6610 3.2391 -1.6792
42 C 6.3227 3.5060 -0.3335
43 H 8.2801 1.7095 -4.5674
44 H 7.1405 0.5269 -5.1116
45 H 7.5226 0.6618 -3.3271
46 H 2.7888 4.3759 -3.5929
47 H 2.8822 2.7506 -2.8993
48 H 3.4024 2.9181 -4.4928
49 H 7.0094 2.9728 0.3239
50 H 5.2951 3.2215 -0.1071
51 H 6.4905 4.5528 -0.0804
52 C -4.6296 -0.4933 -4.3217
53 O -4.8976 0.8845 -4.5469
54 P -4.3583 1.9463 -3.4421
55 O -4.4102 1.4546 -2.0314
56 O -2.8333 2.3412 -4.0163
57 C -1.7391 1.4358 -3.9748
58 O -5.2278 3.2806 -3.7418
59 C -6.6070 3.0748 -3.9746
60 H -3.9061 -0.6346 -3.5189
61 H -4.1509 -0.9443 -5.1909
62 H -5.5588 -1.0390 -4.1576
63 H -1.5558 0.9711 -4.9436
64 H -1.8446 0.6644 -3.2119
65 H -0.7707 1.8542 -3.7004
66 H -7.1308 2.7129 -3.0898
67 H -6.8131 2.4791 -4.8638
68 H -7.1213 4.0157 -4.1702
69 C -0.6573 4.7738 -2.4490
70 O -0.7535 6.0929 -1.8901
71 P -1.6118 6.2519 -0.5173
72 O -3.0069 5.7620 -0.6210
73 O -0.6360 5.4643 0.5333
74 C -0.9579 5.3590 1.9235
75 O -1.4455 7.8188 -0.1419
76 C -1.3104 8.7187 -1.1877
77 H 0.3735 4.5258 -2.7018
78 H -1.3641 4.7959 -3.2785
79 H -0.9614 3.9790 -1.7679
80 H -0.7794 4.3440 2.2783
81 H -2.0206 5.5622 2.0560
82 H -0.3294 6.0521 2.4827
83 H -2.2777 9.1774 -1.3925
84 H -0.8445 8.3063 -2.0826
85 H -0.6208 9.5335 -0.9670
86 C -1.6784 4.1285 8.2619
87 O -0.7217 4.5237 7.3257
88 P -1.2332 4.9083 5.8624
89 O -2.2061 6.0582 5.7311
90 O 0.1552 5.0221 5.0100
91 C 1.1389 5.9420 5.4044
92 O -1.9355 3.5098 5.3218
93 C -1.2474 2.2772 5.2594
94 H -1.2506 3.5787 9.1003
95 H -2.5661 3.5430 8.0226
96 H -1.9673 5.1069 8.6459
97 H 2.0462 5.5107 4.9816
98 H 1.2492 6.0859 6.4792
99 H 0.8364 6.9338 5.0682
100 H -1.8267 1.6327 5.9205
101 H -0.1945 2.2947 5.5408
102 H -1.3013 1.8669 4.2510
103 C -0.3432 -0.6329 1.7389
104 O 0.5152 0.1775 0.9294
105 P 0.0828 0.3650 -0.5902
106 O 0.8746 1.4254 -1.3309
107 O 0.1645 -1.0895 -1.2143
108 C 1.3949 -1.7055 -1.5536
109 O -1.5391 0.7005 -0.4464
110 C -1.8581 2.0492 0.0617
111 H -1.0416 -1.2097 1.1326
112 H -0.9767 0.0179 2.3416
113 H 0.2597 -1.3028 2.3519
114 H 2.3279 -1.3502 -1.1161
115 H 1.5422 -1.6907 -2.6335
116 H 1.3477 -2.7678 -1.3138
117 H -2.6541 1.9795 0.8030
118 H -2.3978 2.5537 -0.7397
119 H -1.0228 2.6482 0.4245
120 C 1.3157 -10.2155 -1.7931
121 O 1.1312 -8.8268 -1.6465
122 P -0.3650 -8.1623 -1.8850
123 O -1.5415 -8.8558 -1.2813
124 O -0.2793 -6.6340 -1.4456
125 C 0.4426 -5.6267 -2.1302
126 O -0.3624 -8.1208 -3.5203
127 C -1.4004 -7.5119 -4.2886
128 H 1.6887 -10.6440 -0.8628
129 H 2.0560 -10.5934 -2.4983
130 H 0.3944 -10.7533 -2.0168
131 H 1.1950 -5.2440 -1.4406
132 H -0.1574 -4.7506 -2.3763
133 H 0.9653 -6.0191 -3.0025
134 H -1.4159 -6.4220 -4.2941
135 H -2.2985 -7.8816 -3.7937
136 H -1.4649 -7.9729 -5.2742
137 C 2.2602 7.7591 1.3451
138 O 2.0032 6.6243 2.1258
139 P 2.9799 5.3004 2.1873
140 O 4.2290 5.4201 2.9253
141 O 1.9331 4.1504 2.6630
142 C 2.3243 2.8319 2.9468
143 O 3.2822 4.9940 0.6264
144 C 2.2714 4.7244 -0.2936
145 H 1.5360 7.7631 0.5305
146 H 3.2233 7.5799 0.8671
147 H 2.2073 8.6353 1.9913
148 H 3.3998 2.6691 2.8764
149 H 2.0865 2.2589 2.0506
150 H 1.7751 2.3332 3.7454
151 H 2.6852 3.9988 -0.9938
152 H 2.0773 5.5407 -0.9895
153 H 1.3563 4.2945 0.1136
154 C -6.4123 -5.2005 -4.0884
155 O -5.1723 -4.6815 -3.6884
156 P -4.9782 -3.8157 -2.3255
157 O -6.0586 -2.8177 -2.1144
158 O -3.5029 -3.2424 -2.5848
159 C -2.8019 -2.5168 -1.5713
160 O -4.7213 -4.8816 -1.1706
161 C -3.8878 -6.0126 -1.4279
162 H -7.2215 -4.9819 -3.3917
163 H -6.3265 -6.2678 -4.2926
164 H -6.7765 -4.6251 -4.9394
165 H -3.3571 -2.2958 -0.6597
166 H -2.3534 -1.6102 -1.9775
167 H -1.9514 -3.1182 -1.2501
168 H -3.9188 -6.7996 -0.6743
169 H -2.8472 -5.6883 -1.4260
170 H -3.9977 -6.4818 -2.4056
171 N -0.0520 -5.0703 -6.4077
172 C -1.3485 -4.8101 -6.7509
173 C -2.1447 -3.9194 -6.0241
174 C -1.5632 -3.1796 -4.9919
175 C -0.2206 -3.3704 -4.6862
176 C 0.5312 -4.2714 -5.4956
177 H -1.6408 -5.3073 -7.6640
178 H -3.1579 -3.6762 -6.3079
179 H -2.0316 -2.3825 -4.4337
180 H 0.2441 -2.8662 -3.8518
181 H 1.5867 -4.4063 -5.3108
182 N 3.5631 -5.7055 1.2992
183 C 4.5116 -4.7106 1.3919
184 C 4.1882 -3.3629 1.5657
185 C 2.8595 -2.9736 1.4619
186 C 1.8840 -3.9586 1.2778
187 C 2.2661 -5.3123 1.2833
188 H 5.5092 -5.1104 1.2860
189 H 4.9683 -2.6177 1.6161
190 H 2.5546 -1.9389 1.5152
191 H 0.8629 -3.6275 1.3961
192 H 1.5143 -6.0770 1.1554
193 N 1.1611 0.2415 -5.1705
194 C 1.1845 -0.0379 -6.4628
195 C 2.3466 -0.2624 -7.1684
196 C 3.5604 -0.2220 -6.4781
197 C 3.5552 0.2070 -5.1461
198 C 2.3191 0.3955 -4.5326
199 H 0.2029 -0.1224 -6.9052
200 H 2.3904 -0.4722 -8.2269
201 H 4.4508 -0.2711 -7.0873
202 H 4.5164 0.4442 -4.7147
203 H 2.2375 0.7595 -3.5191
204 N 4.2405 0.0310 2.2325
205 C 5.1299 -0.4617 3.1266
206 C 6.4713 -0.7266 2.8527
207 C 6.9799 -0.4435 1.6077
208 C 6.0619 -0.0116 0.6181
209 C 4.7222 0.1886 0.9401
210 H 4.8179 -0.5925 4.1523
211 H 7.1241 -0.9737 3.6769
212 H 8.0404 -0.5944 1.4703
213 H 6.4674 0.2355 -0.3519
214 H 4.0703 0.3572 0.0957
215 N 3.4391 -3.7384 -3.3459
216 C 4.0997 -2.7734 -4.0851
217 C 5.4155 -2.3555 -3.7487
218 C 5.9873 -2.9760 -2.6353
219 C 5.3600 -4.0059 -1.9324
220 C 4.0585 -4.3467 -2.3081
221 H 3.6470 -2.4167 -4.9984
222 H 5.9406 -1.6518 -4.3776
223 H 6.9332 -2.5571 -2.3253
224 H 5.8436 -4.4435 -1.0716
225 H 3.5667 -5.1132 -1.7276
226 N -3.3123 -2.0819 2.9378
227 C -4.1055 -3.1801 2.8689
228 C -5.0394 -3.4891 3.8286
229 C -5.2281 -2.6265 4.8540
230 C -4.4392 -1.5054 4.9818
231 C -3.4900 -1.1914 3.9498
232 H -3.9178 -3.7426 1.9662
233 H -5.5720 -4.4214 3.7128
234 H -5.8934 -2.9114 5.6556
235 H -4.5625 -0.8776 5.8519
236 H -2.7737 -0.3832 3.9427

Force components x, y, z for each atom (eV/Å):
C 1.66 -1.63 -1.61
O 0.22 0.63 2.47
P -1.16 0.29 1.07
O 1.27 -0.53 -1.50
O -0.31 0.97 -0.36
C -0.88 -0.89 0.46
O -0.71 -0.55 -0.41
C 0.65 0.15 0.09
H 0.42 0.20 0.03
H -0.34 0.27 0.32
H -0.55 0.44 -0.04
H -0.07 -0.01 0.23
H 0.15 0.11 -0.26
H 0.09 0.54 -0.46
H 0.03 -0.03 -0.15
H -0.27 0.13 0.05
H -0.13 -0.01 0.02
C -0.58 -0.19 0.23
O 0.92 0.41 2.03
P -2.33 0.77 -1.98
O 2.80 -1.54 0.19
O -1.84 -1.85 -0.35
C 0.01 1.26 -0.14
O 0.64 0.67 -3.65
C -0.73 -0.91 2.74
H -0.05 0.37 0.15
H 0.74 0.30 0.05
H -0.05 0.25 0.18
H -0.06 0.27 0.18
H 0.03 -0.48 -0.02
H 0.06 0.17 -0.10
H 0.34 0.33 -0.62
H -0.15 0.29 0.34
H 0.16 0.03 0.65
C 0.82 1.29 0.67
O -1.59 -0.02 1.31
P -0.27 1.06 -1.88
O -0.07 0.11 -0.58
O 1.67 -1.91 1.25
C -1.00 -0.56 -0.49
O 0.67 0.17 -1.07
C 0.01 0.19 1.29
H 0.37 -0.46 0.17
H -0.82 0.11 0.22
H 0.07 -0.35 -0.27
H 0.14 -0.07 -0.23
H 0.20 0.20 0.63
H 0.05 0.52 -0.43
H -0.11 -0.37 -0.14
H 0.06 0.06 0.03
H -0.28 0.12 -0.48
C 0.36 -0.85 -0.12
O 0.26 1.19 0.68
P 1.25 -0.28 0.15
O 0.27 0.66 -1.89
O -2.24 0.47 0.91
C 0.52 -1.04 0.26
O 1.59 -1.28 -0.18
C -1.57 0.46 -0.18
H -0.44 -0.04 0.33
H -0.06 0.35 -0.39
H 0.10 0.15 0.40
H -0.40 -0.02 -0.08
H -0.46 -0.20 0.00
H -0.31 0.96 -0.01
H 0.27 -0.54 0.01
H 0.27 -0.36 0.26
H 0.65 0.42 0.01
C -0.68 -0.29 -0.11
O -0.09 0.28 1.81
P 0.29 -0.84 -0.11
O 1.37 0.45 0.41
O -0.83 0.81 -1.31
C -0.59 0.16 0.26
O 0.47 -2.26 0.46
C 0.22 1.81 -1.45
H -0.04 0.45 -0.31
H 0.44 -0.49 -0.28
H -0.18 0.21 0.22
H 0.21 0.01 -0.22
H -0.02 0.12 0.23
H -0.18 -0.09 -0.03
H -0.01 -0.11 -0.29
H -0.51 -0.36 -0.03
H -0.04 0.00 0.81
C -0.91 1.20 2.47
O 0.88 -0.75 -1.91
P -1.52 0.26 -1.86
O 2.15 -2.34 0.52
O -2.76 -1.30 1.33
C 0.52 0.82 0.22
O 1.04 2.82 0.13
C -0.29 -0.83 0.22
H 0.67 0.06 -0.29
H 0.18 0.15 -1.17
H -0.86 -0.34 0.59
H 0.18 0.78 0.03
H -0.05 -0.64 0.23
H 0.51 0.01 -0.60
H 0.48 -0.43 0.02
H -0.09 0.27 0.24
H -0.07 0.16 -0.13
C -0.58 -0.23 0.10
O 0.47 0.19 -0.40
P -0.34 2.92 -0.74
O -1.24 -2.03 1.51
O -0.91 0.56 0.39
C 0.84 -1.11 -1.03
O 2.38 -0.35 -0.17
C -1.10 -0.21 -0.74
H 0.13 -0.18 -0.01
H 0.22 0.00 0.23
H 0.04 0.24 0.05
H -0.38 0.64 0.42
H -0.12 0.38 -0.04
H -0.32 0.04 0.29
H 0.36 -0.50 0.42
H 0.45 0.14 -0.25
H 0.20 -0.37 -0.12
C -0.23 -1.90 0.67
O -1.68 1.66 -0.40
P -0.20 -1.06 -1.21
O 1.79 0.95 -0.64
O -0.38 -0.99 0.26
C 1.29 0.48 0.15
O 1.16 0.17 0.99
C -1.46 -1.12 1.01
H -0.21 0.32 0.38
H 0.08 1.13 -0.63
H -0.19 0.24 -0.02
H 0.18 -0.12 0.05
H -0.53 -0.47 -0.16
H -0.22 0.10 -0.12
H 0.45 -0.06 -0.09
H -0.59 0.45 -0.11
H 0.69 0.36 -0.05
C 0.60 -0.49 -0.92
O 0.15 -3.06 1.63
P -1.65 0.39 -1.37
O 0.00 -0.03 0.24
O 0.31 2.66 0.05
C 0.65 -1.60 -2.14
O 0.57 0.48 1.90
C -0.36 -1.07 -1.92
H -0.27 0.40 0.15
H 0.28 0.84 0.04
H 0.16 0.01 -0.33
H 0.21 0.35 1.21
H -0.63 -0.29 -0.14
H 0.32 0.69 0.40
H 0.02 -0.48 0.25
H -0.31 0.67 0.62
H 0.12 0.32 0.17
C -1.35 0.62 -0.17
O 1.46 0.84 1.27
P -0.55 0.52 -1.07
O 1.30 -1.39 0.28
O -0.88 -0.06 -0.27
C 0.87 -0.19 0.47
O -0.95 -0.25 0.02
C 1.67 -0.30 -0.27
H 0.22 -0.40 0.62
H -0.01 0.16 -0.03
H 0.39 -0.35 -0.55
H -0.46 0.14 -0.31
H -0.47 0.10 -0.13
H 0.06 -0.26 -0.04
H -0.72 0.41 0.23
H 0.15 0.19 0.09
H -0.67 0.22 -0.03
N -0.14 1.49 -0.53
C 1.18 0.24 1.27
C 0.38 0.46 -0.46
C 1.08 -0.12 0.22
C 0.41 -0.93 -1.28
C -1.74 -0.40 0.88
H -0.55 -0.22 0.19
H -0.12 -0.27 -0.15
H -0.70 -0.26 -0.11
H 0.13 0.26 -0.19
H 0.13 -0.15 0.05
N -0.13 1.58 -0.12
C -1.98 -1.14 0.09
C 0.28 -0.33 -0.91
C -0.27 -0.88 -0.05
C 0.75 -0.01 1.19
C 1.03 0.85 -0.50
H 0.29 0.35 0.31
H 0.10 -0.02 0.16
H 0.17 0.18 0.12
H -0.33 -0.34 -0.55
H 0.00 -0.27 0.19
N 0.02 0.18 0.50
C -0.40 -0.43 -0.05
C 0.92 -0.44 0.14
C -0.90 1.36 -0.16
C 0.10 -0.26 -1.08
C 0.37 0.22 -0.10
H -0.05 0.04 -0.38
H -0.41 -0.05 -0.06
H 0.35 -0.31 0.32
H -0.19 -0.10 0.63
H 0.10 -0.17 0.29
N 1.24 -0.71 -1.16
C -0.33 0.90 -0.86
C -0.18 0.61 0.34
C -1.10 0.04 -0.25
C 1.15 -0.11 0.85
C 0.61 -0.95 1.53
H -0.49 -0.01 0.03
H 0.01 -0.37 0.01
H 0.04 0.17 -0.51
H -0.45 -0.11 -0.28
H -0.55 0.60 0.34
N 0.57 0.62 -0.54
C 1.12 -1.69 1.69
C -1.90 -1.43 0.17
C 0.16 0.58 -0.25
C -0.22 0.96 -0.47
C 0.82 1.23 -0.85
H -0.46 -0.02 0.23
H 0.03 0.17 0.22
H 0.33 -0.42 0.22
H -0.06 -0.14 -0.06
H -0.52 -0.07 -0.22
N -0.60 0.66 0.48
C 1.24 1.59 -0.18
C 0.08 -1.16 -1.65
C 0.17 0.19 1.56
C 1.11 1.26 -1.18
C -0.96 -2.89 0.26
H -0.21 -0.52 0.12
H -0.28 0.04 0.18
H -0.23 0.22 0.05
H 0.08 0.21 -0.04
H -0.23 0.24 0.35

## Properties
**E**: -9110.64667 a.u.
**HOMO-LUMO gap**: 0.3583 hartree
**HOMO level**: -9.5 eV
**LUMO**: 0.0091 Eh

These are the Mulliken partial charges, in e, on atoms 1 to 99: -0.108, -0.436, 0.609, -0.801, 0.021, 0.118, -0.068, -0.476, 0.016, 0.310, 0.067, 0.297, 0.422, -0.516, 0.398, 0.304, -0.079, -0.466, -0.128, 0.808, -0.449, -0.253, -0.490, -0.309, -0.818, 0.365, 0.189, 0.094, 0.113, 0.306, 0.212, 0.325, 0.283, 0.287, -0.566, -0.365, -0.240, 0.893, -0.385, 0.065, -0.388, -0.329, 0.304, 0.222, 0.207, 0.413, -0.560, 0.502, 0.283, -0.052, 0.327, -0.058, -0.462, 1.019, -0.420, -0.463, 0.294, -0.335, -0.762, -0.238, 0.237, 0.346, 0.307, -0.326, -0.022, 0.280, 0.277, 0.298, -0.249, -0.504, 0.388, -0.456, 0.843, -1.035, -0.219, -0.879, 0.045, 0.460, -0.128, -0.143, 0.729, 0.244, 0.318, 0.362, 0.273, -0.797, -0.318, 0.597, -0.794, 0.339, -0.756, 0.081, -0.738, 0.256, 0.260, 0.338, 0.018, 0.441, 0.259


Record 2
Molecular formula: C3H7N3O2
Method: DFT, ωB97M-V/def2-TZVPD

Atoms and positions in Å:
1 C -0.5599 0.8254 0.0177
2 C 0.5818 -1.2183 -0.5107
3 C 1.2306 -0.5639 0.9157
4 H 1.4773 0.9199 -0.7357
5 H 0.7986 2.3852 -0.6322
6 H -2.3236 0.9522 0.4622
7 H -2.5354 -1.1110 -0.1719
8 H 1.1128 -0.6009 -1.2828
9 H 0.8643 -2.3178 -0.9284
10 H 0.5710 -0.6944 2.1620
11 N 0.4794 1.3921 -0.6282
12 N -1.3912 1.6755 0.6504
13 N -0.7753 -0.6348 -0.3609
14 O -1.8221 -1.1263 0.4374
15 O 2.2917 0.1171 0.6054

Force components x, y, z for each atom (eV/Å):
C -1.92 2.69 -0.04
C 0.84 -0.54 2.11
C 4.24 -0.11 -1.37
H -3.25 1.00 0.48
H -2.02 -0.92 0.71
H 2.44 2.91 1.69
H -1.16 -0.27 -0.87
H -0.96 -0.75 0.72
H -1.53 2.23 1.85
H 2.17 0.62 -3.97
N 5.19 0.53 -2.06
N -1.84 -6.16 -2.60
N 0.27 2.99 -0.94
O 2.07 -0.86 0.76
O -4.55 -3.36 3.54

## Properties
**Energy above the lowest of the compared OMol25 structures with the same formula, charge and spin**: 204.5 kcal/mol
**E**: -432.99688 a.u.
**HOMO-LUMO gap**: 0.3172 hartree
**HOMO level**: -8.8 eV
**LUMO**: -0.0046 Eh

Per-atom Mulliken charges, elementary charge units: 0.298, -0.617, 0.167, 0.235, 0.259, 0.271, 0.375, 0.374, 0.319, 0.294, -0.439, -0.662, 0.063, -0.423, -0.515